# 1
A gas-phase ion, C7H14N (charge +1) at a distorted geometry. Source: OMol25; level of theory: ωB97M-V/def2-TZVPD.

Cartesian coordinates (Å):
C1 -1.19642 -2.84655 -0.71978
C2 -1.23299 -1.56467 -0.38474
C3 -0.30170 -1.02556 0.60484
C4 -0.58984 -1.21367 1.91034
C5 0.83425 -0.19080 0.13429
C6 0.38788 1.22628 0.09478
C7 1.60266 2.21236 0.13383
N1 -0.36374 1.57510 -1.18341
H1 -1.91122 -3.34102 -1.28131
H2 -0.54302 -3.54672 -0.34308
H3 -2.01131 -0.83749 -0.73622
H4 -1.44987 -1.81031 2.23679
H5 -0.01573 -0.77229 2.68522
H6 1.40865 -0.71275 -0.56570
H7 1.75637 -0.38355 0.67690
H8 -0.33851 1.54715 0.89044
H9 2.34779 1.94256 -0.60573
H10 1.33359 3.25655 0.02399
H11 2.16986 1.99106 1.01110
H12 0.07575 1.09411 -1.99155
H13 -0.73015 2.56144 -1.31328
H14 -1.23230 0.83878 -1.27772

The net charge is +1. The value obtained for the lowest unoccupied orbital energy is -3.60 eV. The energy is -8966.572 eV. Its energy relative to the best compared isomer or geometry (same formula, charge and spin) is 2.506 eV. Its HOMO-LUMO gap is 0.3547 Eh. The value obtained for the highest occupied orbital energy is -0.487 Ha.

# 2
3 unconnected molecules or ions with the total composition C7H14N at a distorted geometry. Source: OMol25; level of theory: ωB97M-V/def2-TZVPD.

Cartesian coordinates (Å):
C1 2.76675 -0.73133 -0.42582
C2 -1.00016 -1.26539 0.46428
C3 1.98483 -1.85116 -0.90917
C4 1.95660 -1.63949 0.38796
C5 -1.62290 -0.58099 -0.65567
C6 -1.52010 -1.17192 -1.90767
C7 -2.33943 0.74352 -0.42158
N1 0.51738 3.35418 2.13502
H1 3.89636 -0.82434 -0.44630
H2 2.45464 0.30075 -0.63630
H3 -0.48638 -2.22489 0.42750
H4 -1.02180 -0.63994 1.34676
H5 1.84125 -2.04468 -1.93921
H6 -1.62677 -0.55539 -2.77585
H7 -1.30624 -2.23502 -2.11798
H8 0.87401 4.25951 2.31103
H9 -2.98416 0.71222 0.43182
H10 -2.95362 0.83694 -1.32136
H11 -1.56892 1.45498 -0.41891
H12 1.56654 -1.81284 1.33681
H13 1.02851 2.67556 2.69747
H14 -0.45638 3.23974 2.43715

The net charge is +1. The value obtained for the lowest unoccupied orbital energy is -7.22 eV. The energy is -8962.891 eV. Its energy relative to the best compared isomer or geometry (same formula, charge and spin) is 6.187 eV. Its HOMO-LUMO gap is 0.2007 Eh. The value obtained for the highest occupied orbital energy is -0.466 Ha.

# 3
A gas-phase ion, C7H14N (charge +1) at a distorted geometry. Source: OMol25; level of theory: ωB97M-V/def2-TZVPD.

Cartesian coordinates (Å):
C1 -0.87489 1.86332 -3.18286
C2 -0.84391 0.56116 -2.81726
C3 0.20368 0.18528 -1.91107
C4 -0.00216 -0.69848 -0.92842
C5 1.14827 -0.94051 -0.02585
C6 0.70584 0.21696 1.07933
C7 0.56754 -0.41978 2.49548
N1 -0.95509 -0.68677 2.61067
H1 -1.56508 2.41763 -3.87479
H2 -0.11503 2.55343 -2.58837
H3 -1.39544 -0.34168 -3.25791
H4 1.19033 0.72572 -2.20989
H5 -0.91502 -1.49555 -0.94640
H6 1.35448 -1.96645 0.28180
H7 2.04404 -0.58000 -0.56578
H8 1.73559 0.86497 1.34555
H9 -0.12681 0.84708 0.76581
H10 0.96033 -1.43685 2.60838
H11 0.88758 0.45032 3.20951
H12 -1.51571 -0.00843 2.18413
H13 -1.13863 -0.60461 3.61384
H14 -1.34992 -1.50677 2.11408

The net charge is +1. The value obtained for the lowest unoccupied orbital energy is -3.70 eV. The energy is -8965.364 eV. Its energy relative to the best compared isomer or geometry (same formula, charge and spin) is 3.714 eV. Its HOMO-LUMO gap is 0.2916 Eh. The value obtained for the highest occupied orbital energy is -0.428 Ha.

# 4
C7H14N2 in the gas phase at a distorted geometry. Source: OMol25; level of theory: ωB97M-V/def2-TZVPD.

Cartesian coordinates (Å):
H1 -3.15520 -0.12180 0.50526
N1 -2.52554 -0.87650 0.78648
C1 -1.30580 -0.61407 0.52574
N2 -0.37600 -1.67499 0.57226
C2 0.72148 -1.66555 1.51848
C3 -0.63911 0.58499 0.04022
C4 -0.96858 1.89804 0.68543
C5 0.43477 0.34342 -0.77860
C6 1.54681 1.35429 -0.88517
C7 0.43339 -0.63678 -1.92309
H2 -0.85589 -2.57376 0.55599
H3 1.39782 -2.48492 1.28141
H4 1.24939 -0.71853 1.41738
H5 0.37241 -1.78507 2.55340
H6 -1.16430 2.67419 -0.06148
H7 -1.83756 1.79510 1.33724
H8 -0.14864 2.25598 1.31400
H9 1.27130 2.15443 -1.58744
H10 1.75703 1.82132 0.07539
H11 2.46225 0.88841 -1.26592
H12 0.38245 -0.09010 -2.86385
H13 -0.41545 -1.31269 -1.86941
H14 1.36297 -1.21539 -1.93374

The value obtained for the lowest unoccupied orbital energy is 0.89 eV. The energy is -10465.006 eV. Its energy relative to the best compared isomer or geometry (same formula, charge and spin) is 1.361 eV. Its HOMO-LUMO gap is 0.3353 Eh. The value obtained for the highest occupied orbital energy is -0.303 Ha.

# 5
3 unconnected molecules or ions with the total composition C7H14N2 at a distorted geometry. Source: OMol25; level of theory: ωB97M-V/def2-TZVPD.

Cartesian coordinates (Å):
C1 0.81175 -0.27642 1.22349
C2 2.16159 0.18825 1.67994
C3 0.69527 -0.51485 -1.74602
C4 0.60889 0.57711 -0.73594
N1 0.60981 -1.61453 1.25555
C5 0.66284 1.87009 -1.02573
H1 0.00274 0.43433 0.80310
H2 -0.28609 -1.97270 0.94746
H3 1.39364 -2.23503 1.08156
H4 2.24744 0.02205 2.75738
H5 2.97695 -0.37036 1.20208
H6 2.30590 1.24711 1.47987
H7 0.77633 -0.13660 -2.77141
H8 1.56238 -1.15782 -1.56270
H9 -0.18359 -1.16501 -1.69966
H10 0.75319 2.24285 -2.04668
H11 0.70063 2.63042 -0.25102
C6 -3.12624 0.50285 -0.13570
C7 -2.63155 -0.85463 -0.02727
N2 -2.29723 -1.95191 0.04680
H12 -3.99053 0.50717 -0.80154
H13 -2.33594 1.15081 -0.52015
H14 -3.41820 0.87683 0.84659

The value obtained for the lowest unoccupied orbital energy is 0.80 eV. The energy is -10462.394 eV. Its energy relative to the best compared isomer or geometry (same formula, charge and spin) is 3.973 eV. Its HOMO-LUMO gap is 0.2852 Eh. The value obtained for the highest occupied orbital energy is -0.256 Ha.

# 6
C7H14N2 in the gas phase at a distorted geometry. Source: OMol25; level of theory: ωB97M-V/def2-TZVPD.

Cartesian coordinates (Å):
C1 1.76120 -0.47726 1.24027
C2 0.35370 0.09780 0.91567
C3 -0.17105 1.08680 2.06360
N1 -0.59849 -1.01957 0.69549
C4 -0.98037 -1.38737 -0.63686
C5 -0.74255 -0.26711 -1.68064
C6 0.81887 0.02159 -1.61561
C7 0.41479 0.86713 -0.39336
N2 -0.99666 0.96640 -0.91509
H1 2.04193 -1.06836 0.36558
H2 2.46920 0.29998 1.31774
H3 1.58911 -1.02361 2.10973
H4 -1.12860 1.41205 1.81649
H5 0.48580 2.00859 2.08982
H6 -0.18221 0.63462 3.07585
H7 -1.53887 -0.76569 1.06022
H8 -2.04358 -1.51805 -0.68696
H9 -0.34191 -2.24214 -0.99488
H10 -1.18519 -0.53295 -2.65549
H11 1.63989 -0.69943 -1.35446
H12 1.16210 0.58250 -2.52132
H13 0.94852 1.80157 -0.33692
H14 -1.47769 1.83375 -1.10667

The value obtained for the lowest unoccupied orbital energy is 1.02 eV. The energy is -10464.050 eV. Its energy relative to the best compared isomer or geometry (same formula, charge and spin) is 2.317 eV. Its HOMO-LUMO gap is 0.3351 Eh. The value obtained for the highest occupied orbital energy is -0.298 Ha.